No. 1
A cluster of 17 separate species, C82H211N13O30 in total. Source: the Open Molecules 2025 dataset; level of theory: ωB97M-V with the def2-TZVPD basis set.

Structure (XYZ):
```
336
Properties=species:S:1:pos:R:3
O 4.079 -2.240 -2.346
O -2.058 3.691 6.633
O 2.396 -5.929 3.389
O -2.266 -5.818 1.737
O -4.689 2.161 -1.392
O -1.267 6.150 -6.230
O 1.851 0.684 -1.159
O 4.222 3.565 -4.848
O 0.827 4.645 -1.904
O -1.625 2.919 1.234
O -2.201 -1.880 -1.606
O -1.140 8.390 -0.086
O -7.660 -1.980 2.739
O 0.066 -4.451 -3.509
O -3.392 -7.468 -5.117
O 7.896 6.432 0.880
O -3.331 0.787 -7.262
O -1.458 -1.531 -4.392
O 3.539 -0.202 2.409
O 3.866 3.668 1.477
O 4.971 -0.131 7.062
O -0.781 -9.404 3.319
O -1.152 -0.882 8.259
O 0.648 -1.009 3.613
O -4.875 0.484 3.786
O 1.473 0.517 -6.782
O 5.044 -1.374 -4.909
O 1.789 4.954 10.004
O -0.717 -8.838 -0.283
O -8.600 3.505 1.606
N -3.034 5.373 -1.051
N -0.066 4.180 -4.721
N -0.935 0.319 -8.531
N 2.001 -8.806 3.068
N 6.545 3.928 0.482
N 1.382 0.503 7.954
N -6.068 2.965 3.220
N -0.292 -1.545 0.744
N 1.170 3.861 6.601
N 0.012 -6.102 -0.921
N -4.358 -2.892 1.479
N -2.495 -3.921 -5.651
N 5.952 1.433 -4.803
C -0.284 3.403 1.014
C -4.281 1.808 -7.034
C -5.483 1.221 4.796
C -3.211 -2.674 -5.577
C 7.326 4.536 -0.568
C 2.123 4.249 8.797
C 6.549 0.308 -4.100
C 8.812 6.893 1.848
C -3.428 -5.091 -5.669
C 4.542 -1.079 1.947
C 5.155 -3.150 -1.989
C 1.209 -9.280 2.034
C 0.570 -0.389 0.456
C -8.319 -0.818 3.157
C -7.479 4.395 1.771
C 6.437 -0.988 -4.916
C -1.099 -1.174 1.904
C 5.611 3.841 -4.981
C -1.143 3.150 5.707
C 1.538 0.590 -8.257
C 3.819 0.454 7.705
C 2.453 -4.516 3.232
C 2.635 1.088 -6.170
C -2.019 -10.053 3.391
C -0.539 -0.445 -4.372
C 0.046 -8.505 -1.435
C -1.358 -6.250 2.699
C -2.600 -6.363 -5.540
C -0.273 -4.721 -1.231
C -3.074 -4.768 2.241
C -5.672 -3.143 1.941
C -3.603 -4.012 0.990
C -1.711 -2.034 7.620
C -0.258 -7.101 -1.926
C 1.300 -0.594 -0.834
C -1.040 3.810 -5.733
C 0.815 0.097 9.206
C 0.142 -10.150 2.595
C -6.290 -1.842 2.295
C 3.226 -8.033 2.731
C -2.102 -9.015 -0.462
C -2.318 -1.476 -5.540
C 0.485 -0.304 -8.793
C -3.371 -1.145 -1.330
C 3.400 4.539 -5.479
C 0.212 3.895 5.527
C 0.121 3.218 -3.668
C -3.374 0.348 -8.675
C -5.019 1.769 -0.039
C 4.783 -2.427 -5.746
C 1.182 3.471 -2.670
C -0.966 7.153 -7.227
C 0.643 -4.130 -2.246
C 5.516 3.072 -0.141
C -9.039 3.741 0.235
C 5.022 0.010 5.587
C -2.590 4.846 6.188
C 2.668 4.768 11.088
C -2.627 -8.613 -4.899
C -0.531 -1.675 3.261
C -1.530 7.339 -0.997
C 1.005 4.567 7.844
C 0.377 0.326 3.954
C 2.550 -0.246 7.469
C -2.803 6.587 -0.369
C -6.909 4.152 3.157
C 3.011 -6.584 2.324
C -0.118 7.856 0.843
C 3.036 0.549 -1.931
C -1.083 4.887 -6.897
C -2.094 -0.488 -8.902
C -5.552 2.744 4.560
C -4.151 4.506 -0.863
C 6.389 2.755 -4.316
C -3.433 0.678 3.414
C -3.729 3.221 -1.496
C 0.835 -4.070 -4.619
C 1.921 5.137 -1.182
C 8.437 5.347 0.061
C 4.532 2.565 0.879
C 3.858 3.672 2.870
C -0.019 -1.176 9.122
H -5.793 2.375 0.324
H -2.062 3.537 -5.332
H 0.073 4.488 8.399
H 5.251 -3.348 -5.369
H 1.103 -8.598 -1.187
H 0.905 7.765 0.357
H 0.542 -10.941 3.216
H -3.798 -4.988 -6.646
H 7.458 2.914 -4.509
H 4.924 -3.354 -0.939
H -2.110 -1.530 1.810
H 1.786 -9.935 1.345
H 1.924 -4.210 2.343
H -1.249 8.108 -6.723
H -0.663 6.721 -1.158
H -2.426 -10.313 2.334
H 1.355 -0.136 1.155
H -2.071 -6.600 -6.535
H -0.883 -7.123 2.290
H 7.722 3.783 -1.246
H -4.322 -0.241 -8.873
H 5.944 -0.424 5.217
H 0.255 2.203 -4.039
H 5.814 4.788 -4.525
H -8.352 -0.606 4.225
H 9.053 4.680 0.657
H 8.269 7.547 2.508
H 2.847 5.181 -1.835
H -2.697 -9.429 3.981
H -9.252 4.818 0.090
H 7.042 -1.852 -4.540
H 0.251 0.899 9.740
H -4.156 1.978 0.562
H 5.131 -4.026 -2.630
H -1.861 -4.053 -4.842
H 6.790 -0.749 -5.888
H 0.623 0.570 7.283
H -7.731 0.061 2.748
H -3.879 -5.037 2.906
H 0.441 2.761 1.594
H -1.344 -1.616 4.048
H 5.293 -0.347 1.537
H -0.872 2.098 5.965
H -4.273 -1.728 -1.467
H 3.725 -8.499 1.881
H 6.036 2.240 -0.637
H -5.668 -1.383 3.042
H 1.606 6.096 -0.778
H -2.416 -9.965 -0.820
H -5.217 0.690 -0.049
H 0.758 -1.093 -1.674
H -0.550 -5.529 2.782
H -4.412 4.407 0.237
H -0.773 3.190 -3.139
H 3.028 1.844 -6.837
H 0.674 -0.410 -9.855
H -9.873 3.094 -0.009
H -1.540 7.108 -8.174
H 2.490 -6.456 1.361
H 0.600 -1.985 8.694
H 3.716 -0.099 -1.416
H -3.545 -0.269 -1.982
H -3.466 4.966 6.802
H -3.234 -0.896 -0.281
H -0.111 -9.144 -2.292
H 7.634 0.412 -4.102
H -7.755 4.019 3.827
H 0.094 7.076 -7.450
H 0.288 0.486 5.039
H 0.014 -4.142 -0.336
H -2.810 2.854 -0.972
H -0.152 5.038 -7.465
H 1.287 2.562 -1.964
H -0.362 -6.367 0.003
H 5.053 -1.629 2.735
H 4.431 -1.749 -3.100
H -6.360 3.125 5.272
H 0.799 -3.034 -4.704
H -1.009 -2.591 7.016
H 3.356 0.237 -6.013
H 1.866 -4.455 -4.675
H -1.624 3.097 4.742
H -0.099 -0.419 -3.377
H 0.343 -4.429 -5.527
H -2.130 -2.113 -2.509
H -0.323 5.123 -4.410
H 2.824 -0.049 -2.904
H 3.781 1.903 0.516
H 1.238 2.888 6.854
H -1.276 -7.058 -2.306
H 3.862 -8.073 3.611
H -0.500 0.780 3.553
H 6.166 -2.620 -1.910
H 3.381 5.443 -4.859
H -5.019 4.897 -1.368
H -4.115 -4.797 0.435
H -5.391 1.581 -7.231
H -4.184 -4.951 -4.833
H -1.923 -10.994 3.957
H -3.636 7.288 -0.406
H -2.456 -4.088 2.812
H 5.875 3.972 -6.038
H -5.591 -3.721 2.867
H 9.264 6.059 2.448
H -3.168 -0.167 2.747
H 1.476 1.647 -8.566
H 6.215 0.070 -3.074
H 0.085 4.934 5.365
H -2.633 6.434 0.696
H 5.010 1.029 5.290
H -3.950 2.716 -7.561
H 4.244 -1.817 1.125
H 1.245 5.622 7.581
H 2.287 1.575 -5.268
H 2.053 3.742 -3.181
H 0.034 3.467 -0.031
H 0.650 -1.347 -8.454
H 4.875 3.714 3.316
H 3.492 1.513 -2.222
H -1.296 -0.085 2.066
H -2.178 4.848 -0.996
H -2.089 -0.647 -9.967
H 6.249 2.921 -3.173
H -6.278 -3.699 1.210
H -0.384 -10.651 1.724
H -3.850 -2.576 -6.457
H 2.031 -3.972 4.058
H 3.692 -2.608 -5.678
H 3.249 4.536 3.135
H -3.268 -9.285 -4.353
H 3.379 2.750 3.206
H -3.352 1.597 2.891
H 3.608 4.831 -6.520
H -6.444 0.768 4.899
H 1.237 0.932 3.684
H 4.266 -0.514 5.079
H -9.366 -0.787 2.808
H 2.164 4.583 -0.277
H -6.714 4.340 0.933
H -6.333 4.999 3.503
H 4.985 3.579 -0.960
H 3.682 5.035 10.801
H -2.917 -0.553 -5.669
H -3.865 -2.560 -4.711
H -3.475 1.242 -9.337
H 0.557 -3.029 -2.275
H 6.190 4.732 1.020
H 5.033 -2.215 -6.779
H 3.638 1.404 7.267
H -1.762 -6.248 -4.862
H 5.064 2.085 1.734
H 3.491 -4.216 3.146
H -0.663 2.909 -6.265
H -4.270 2.029 -5.909
H -8.200 3.510 -0.484
H 2.707 -0.689 2.583
H 9.627 7.507 1.452
H -1.738 7.624 -1.996
H 2.630 3.714 11.490
H -0.366 -1.366 10.125
H 1.688 -4.405 -2.060
H -1.902 4.706 -7.618
H 4.955 1.391 -4.896
H 0.049 0.497 0.407
H 0.751 -8.503 1.418
H 4.012 -6.216 2.131
H -1.635 -1.458 -6.375
H -2.803 4.783 5.133
H -4.411 -2.135 0.767
H 4.099 0.603 8.734
H -0.994 0.626 -4.545
H 6.621 5.155 -1.233
H -2.189 -2.665 8.343
H 1.497 -8.470 3.855
H -2.217 -1.497 -8.461
H -2.532 -8.211 -1.157
H 2.502 0.168 -8.525
H -0.032 8.616 1.590
H -2.762 -3.696 0.335
H 1.642 -0.061 9.921
H -0.907 0.540 -7.516
H -6.513 2.174 2.811
H -2.873 0.567 4.347
H -1.659 -8.419 -4.377
H 9.113 5.709 -0.735
H 0.297 -0.507 -5.175
H -0.952 -1.553 -0.013
H 0.737 3.516 4.648
H -1.887 -6.550 3.647
H 2.393 4.199 -5.366
H -4.883 0.968 5.722
H 2.247 5.448 11.821
H 3.099 4.569 8.384
H -0.420 6.985 1.467
H -0.199 4.480 1.258
H 0.378 -6.857 -2.825
H 2.393 -0.454 6.341
H 2.103 -1.352 -0.710
H -0.333 -2.725 3.089
H -1.916 5.767 6.299
H -2.439 -1.629 6.925
H -4.620 3.310 4.643
H -7.871 5.428 1.677
H -2.628 -8.770 0.513
H -1.608 2.063 0.763
H -1.328 -4.426 -1.496
H -3.570 3.255 -2.554
H 2.593 -1.262 7.881
H 2.236 3.179 8.992
H -2.380 -9.020 -5.894
H -6.231 -1.069 1.493
```

Properties
**E_HOMO**: -0.2925 Ha
**LUMO**: 0.4 eV
**2S+1**: 1



No. 2
An isolated molecule of C4H9NO. Source: the Open Molecules 2025 dataset; level of theory: ωB97M-V with the def2-TZVPD basis set.

Structure (XYZ):
```
15
Properties=species:S:1:pos:R:3
O -0.992 0.662 -0.809
N 0.445 -1.309 0.023
C -1.287 0.394 0.549
C 1.264 -0.238 -0.529
C 0.379 0.944 -1.019
C -0.382 -0.751 1.085
H -0.186 -1.611 -0.717
H 0.654 1.887 -0.520
H 1.952 0.090 0.261
H -2.342 0.103 0.566
H -1.178 1.310 1.153
H 0.296 -0.379 1.864
H 0.479 1.090 -2.099
H 1.877 -0.640 -1.342
H -0.979 -1.551 1.535
```

Properties
**E_HOMO**: -0.3252 Ha
**ΔE to the lowest compared entry with this formula, charge and spin**: 1.663 eV
**LUMO**: 1.1 eV
**2S+1**: 1



No. 3
The ion C2HO4 with charge -1. Source: the Open Molecules 2025 dataset; level of theory: ωB97M-V with the def2-TZVPD basis set.

Structure (XYZ):
```
7
Properties=species:S:1:pos:R:3
O 3.005 -0.012 -0.016
O -0.897 -1.021 2.392
O 1.604 -0.260 0.692
O -0.864 -1.927 0.307
C 0.303 -0.144 0.407
C -0.608 -1.093 1.222
H -0.118 0.424 -0.515
```

Properties
**E_HOMO (spin up / spin down)**: -0.1137 / -0.1764 Ha
**ΔE to the lowest compared entry with this formula, charge and spin**: 0.276 eV
**LUMO (spin up / spin down)**: 4.3 / 3.6 eV
**Charge**: -1
**2S+1**: 3
**Expectation value of S²**: 2.01



No. 4
A cluster of 20 separate species, C28H42Cl57O3P in total. Source: the Open Molecules 2025 dataset; level of theory: ωB97M-V with the def2-TZVPD basis set.

Structure (XYZ):
```
131
Properties=species:S:1:pos:R:3
Cl 6.928 10.782 6.222
Cl -8.141 3.946 -0.659
Cl 11.955 3.879 7.296
Cl -6.530 -1.216 -7.556
Cl -6.291 1.892 0.231
Cl -6.010 -4.001 -6.906
Cl 1.802 0.438 -3.394
Cl 3.163 -10.844 1.301
Cl -1.099 8.614 -1.735
Cl 2.824 8.758 3.218
Cl 3.595 -8.189 2.403
Cl 2.381 -6.805 6.702
Cl -6.830 -1.288 2.483
Cl 0.347 -9.441 -1.004
Cl -5.233 3.101 -5.033
Cl -4.440 -2.669 -8.959
Cl 8.512 9.138 4.421
Cl 1.437 -0.494 -7.520
Cl 8.447 -11.710 4.476
Cl -9.034 0.250 1.379
Cl 5.250 4.121 7.164
Cl -3.847 -4.824 -0.835
Cl 4.635 5.450 4.655
Cl 7.157 5.972 5.991
Cl -1.556 -4.359 1.042
Cl -1.414 -14.415 0.332
Cl -6.577 2.436 -2.592
Cl 1.402 1.264 -9.835
Cl 3.919 -8.648 -0.451
Cl 3.150 8.041 0.419
Cl -1.611 -3.746 3.886
Cl -2.832 10.060 0.094
Cl 2.503 -1.108 -1.018
Cl 0.150 -12.988 -1.659
Cl -1.064 0.692 -8.405
Cl 0.515 -6.969 0.510
Cl 8.565 -9.945 2.170
Cl 1.798 0.420 4.411
Cl 1.744 -5.615 4.129
Cl 2.574 5.988 2.384
Cl -8.132 0.751 4.095
Cl 0.155 -6.883 -2.371
Cl 4.018 2.128 3.603
Cl 0.537 -2.705 2.228
Cl 1.305 2.713 2.730
Cl -4.477 0.550 -6.206
Cl -4.535 -2.082 -1.549
Cl 9.691 3.336 5.558
Cl -2.061 -11.658 -0.321
Cl 6.003 -10.579 3.383
Cl 4.448 0.690 -2.208
Cl -2.303 -3.412 -2.856
Cl 11.389 5.639 5.053
Cl -0.762 8.305 1.136
Cl 5.625 9.354 4.051
Cl 1.659 -3.995 6.538
Cl -7.258 1.416 -6.264
P -2.438 2.691 -0.719
O -2.816 1.289 -1.680
O -1.339 2.606 -4.738
O -1.886 5.444 -0.555
C -3.903 -3.622 -2.136
C -0.643 0.470 -0.189
C -1.425 1.547 -3.753
C 5.916 4.762 5.658
C 3.095 -0.403 -2.524
C -1.266 1.767 0.402
C -1.169 0.232 -4.525
C -0.211 -7.770 -0.888
C 3.398 7.524 2.090
C -8.357 -0.474 2.842
C -1.929 1.532 1.813
C 1.394 -5.604 5.863
C 7.724 -10.308 3.681
C -1.412 -0.830 0.243
C -0.577 -4.054 2.484
C 0.682 0.924 -8.257
C -7.412 2.381 -1.038
C -1.922 8.568 -0.171
C 2.306 2.068 4.038
C -1.454 -13.195 -0.946
C 7.098 10.190 4.566
C -2.234 4.343 0.291
C -0.478 5.434 -0.856
C 10.689 4.594 6.294
C -5.564 1.936 -6.323
C -6.029 -2.787 -8.192
C 4.092 -9.347 1.164
C -2.854 1.555 -3.074
H 4.462 7.387 2.250
H 10.053 5.201 6.929
H -0.029 4.515 -0.443
H -2.500 -0.675 0.293
H -0.640 1.786 -3.006
H 6.374 3.944 5.113
H -8.203 1.643 -1.099
H 7.824 -9.454 4.341
H -9.059 -1.213 3.210
H 2.158 2.682 4.920
H -0.416 2.455 0.603
H -3.355 2.513 -3.341
H -0.155 0.181 -4.951
H -2.016 2.475 2.382
H 0.858 1.777 -7.611
H 7.246 11.043 3.914
H 0.005 6.361 -0.513
H -0.401 5.400 -1.964
H -1.192 0.926 2.377
H -1.865 0.227 -5.385
H -1.349 -0.679 -3.929
H -3.415 0.760 -3.600
H -3.215 4.610 0.743
H -4.574 -3.989 -2.904
H -1.287 -7.778 -0.753
H -2.888 0.998 1.732
H 3.452 -1.210 -3.153
H -2.621 7.738 -0.178
H -5.391 2.424 -7.275
H -1.369 3.398 -4.200
H 0.010 -4.945 2.684
H -3.816 2.723 -0.329
H -2.075 3.454 -1.869
H -0.456 0.503 -1.271
H -2.130 -13.536 -1.721
H -6.746 -3.098 -8.941
H 5.135 -9.582 1.320
H -1.535 4.240 1.153
H -1.088 -1.002 1.294
H -1.116 -1.712 -0.341
H 0.351 -5.864 6.000
H 0.353 0.376 0.291
```

Properties
**E_HOMO**: -0.3087 Ha
**LUMO**: 0.2 eV
**2S+1**: 1



Number 1: maximum force 3.39 eV/A. Number 2: maximum force 0.22 eV/A. Number 3: maximum force 11.19 eV/A. Number 4: maximum force 1.48 eV/A.